{"formula": "C22H12AlN6O2S2", "method": "the ωB97M-V functional and the def2-TZVPD basis", "symbols": ["Al", "O", "C", "N", "C", "C", "C", "C", "C", "C", "N", "C", "O", "C", "C", "C", "C", "C", "N", "C", "C", "C", "C", "C", "N", "H", "H", "H", "H", "H", "H", "H", "H", "H", "H", "H", "H", "S", "C", "C", "N", "C", "S", "C", "N"], "coordinates": [[-0.1959, 0.1918, -0.3123], [-2.7585, -3.0054, -0.3804], [-1.9797, -2.0760, -0.5816], [-1.4546, -1.1832, 0.2517], [-1.7806, -1.0643, 1.6118], [-2.9128, -1.5668, 2.2380], [-3.1129, -1.3118, 3.5898], [-2.1883, -0.5772, 4.3158], [-1.0495, -0.0691, 3.7015], [-0.8517, -0.2947, 2.3471], [0.2387, 0.1173, 1.5743], [1.4723, 0.3246, 2.0466], [1.8632, 0.4796, 3.1982], [2.4684, 0.1693, 0.9183], [3.7826, 0.5848, 1.0546], [4.6636, 0.3640, 0.0123], [4.2068, -0.3107, -1.1130], [2.8774, -0.6777, -1.1705], [2.0107, -0.4190, -0.1918], [-1.4880, -1.7967, -1.9819], [-1.9990, -2.5001, -3.0609], [-1.6164, -2.1362, -4.3386], [-0.7236, -1.0842, -4.4938], [-0.2383, -0.4506, -3.3658], [-0.6081, -0.7989, -2.1305], [-3.6205, -2.1538, 1.6728], [-4.0012, -1.6919, 4.0800], [-2.3534, -0.3899, 5.3699], [-0.3142, 0.4962, 4.2535], [4.0676, 1.0761, 1.9741], [5.6880, 0.7074, 0.0720], [4.8646, -0.5222, -1.9448], [2.4720, -1.1783, -2.0433], [-2.6948, -3.3021, -2.8608], [-2.0158, -2.6575, -5.1992], [-0.4151, -0.7488, -5.4739], [0.4596, 0.3713, -3.4410], [0.9733, 1.9367, -1.5341], [0.4119, 3.2273, -0.5060], [1.3338, 4.2904, -0.3112], [2.1310, 5.1125, -0.1771], [-0.8179, 3.1957, 0.0751], [-1.9050, 1.8526, -0.1163], [-1.2577, 4.2911, 0.8699], [-1.6324, 5.1786, 1.5014]], "e_homo_ev": -4.762, "molar_mass_da": 483.5, "total_charge": -1, "total_energy_ev": -64319.9202}

=====

{"formula": "C32H48B2F3N2O9", "method": "the ωB97M-V functional and the def2-TZVPD basis", "symbols": ["C", "C", "C", "C", "C", "C", "C", "C", "C", "C", "C", "C", "C", "C", "C", "C", "C", "C", "F", "C", "C", "C", "C", "C", "C", "C", "C", "C", "C", "O", "O", "C", "O", "N", "B", "N", "O", "C", "O", "H", "H", "H", "H", "H", "H", "H", "H", "H", "H", "H", "H", "H", "H", "H", "H", "H", "H", "H", "H", "H", "H", "H", "H", "H", "H", "H", "H", "H", "H", "H", "H", "H", "H", "H", "H", "H", "H", "H", "H", "H", "H", "H", "H", "H", "H", "H", "H", "B", "O", "C", "O", "C", "O", "O", "F", "F"], "coordinates": [[3.6982, -0.5008, 3.2526], [4.3408, 0.2406, 2.0761], [3.3297, 1.1948, 1.4411], [3.8435, 1.8574, 0.1488], [3.1104, 1.3741, -1.1040], [3.1451, -0.1564, -1.2941], [1.7659, -0.7811, -1.5332], [1.7002, -2.2419, -1.0772], [1.5113, -2.4115, 0.4416], [0.2522, -3.1769, 0.8628], [-1.0387, -2.6722, 0.2146], [-2.2432, -2.8398, 1.1555], [-2.1957, -1.7512, 2.2499], [-3.5300, -1.0639, 2.5839], [-3.5509, 0.4569, 2.3020], [-2.8645, 0.8840, 1.0214], [-1.6346, 1.5725, 1.0431], [-0.8599, 1.9849, 2.2818], [-1.6813, 2.5385, 3.2574], [0.0637, 0.8910, 2.8697], [-0.4066, 0.2995, 4.1981], [-1.0152, 1.9204, -0.1710], [-1.6056, 1.5811, -1.3757], [-2.8229, 0.9381, -1.3876], [-3.5012, 0.5879, -0.2185], [-4.8570, -0.0669, -0.3063], [-6.0418, 0.8844, -0.0080], [-5.9049, 2.2932, -0.5819], [-6.1818, 2.4549, -2.0611], [-5.7739, 3.3817, -2.6786], [-6.9324, 1.4927, -2.6593], [-3.1670, 0.7329, -2.8367], [-4.2069, 0.4467, -3.3358], [-1.9736, 0.9567, -3.6029], [-1.3931, -0.3575, -4.0044], [-0.8889, -0.5656, -5.3517], [-1.3203, -1.3824, -3.0683], [-1.1326, 1.7862, -2.7726], [-0.2717, 2.4978, -3.1580], [2.7552, -0.9435, 2.9365], [4.3491, -1.2785, 3.6408], [3.4689, 0.2072, 4.0498], [5.1588, 0.8557, 2.4442], [4.7151, -0.4823, 1.3566], [3.1161, 1.9631, 2.1861], [2.4072, 0.6623, 1.2041], [4.9176, 1.7151, 0.0525], [3.6675, 2.9319, 0.2245], [2.0747, 1.7117, -1.0387], [3.5701, 1.8672, -1.9567], [3.7242, -0.3372, -2.1964], [3.6840, -0.6579, -0.4976], [1.5687, -0.7620, -2.6069], [0.9803, -0.1909, -1.0528], [0.9227, -2.7501, -1.6431], [2.6477, -2.6985, -1.3586], [1.5809, -1.4408, 0.9327], [2.3637, -2.9909, 0.7959], [0.1806, -3.1206, 1.9490], [0.3995, -4.2184, 0.5782], [-0.9302, -1.6190, -0.0533], [-1.2373, -3.1949, -0.7200], [-2.1146, -3.8116, 1.6310], [-3.1794, -2.8310, 0.6003], [-1.8135, -2.2059, 3.1603], [-1.4492, -1.0285, 1.9423], [-4.3390, -1.5991, 2.0966], [-3.7062, -1.1792, 3.6523], [-3.1629, 0.9690, 3.1694], [-4.5948, 0.7493, 2.2197], [-0.1969, 2.7840, 1.9587], [1.0375, 1.3441, 3.0193], [0.2009, 0.1411, 2.0952], [-1.4807, 0.3274, 4.3338], [0.0737, 0.8036, 5.0304], [-0.0724, -0.7342, 4.2560], [-0.0644, 2.4384, -0.1557], [-4.9976, -0.4782, -1.3003], [-4.9455, -0.9018, 0.3786], [-6.1765, 0.9577, 1.0680], [-6.9554, 0.4489, -0.4023], [-6.6710, 2.9164, -0.1114], [-4.9578, 2.7609, -0.3384], [-7.7414, 1.3461, -2.1557], [-1.6098, -0.9882, -5.9318], [-0.1659, -1.2807, -5.3019], [-2.1484, -1.8642, -2.9733], [8.0112, 1.0901, -1.6848], [7.0614, 0.2568, -0.8776], [6.7175, -0.8081, -1.5698], [5.9619, -1.6690, -1.1998], [7.4336, -0.7588, -2.9283], [7.3342, -1.5808, -3.8003], [8.1657, 0.3346, -2.9682], [9.2302, 1.1979, -1.0335], [7.4654, 2.3434, -1.9193]], "e_homo_ev": -6.565, "molar_mass_da": 683.4, "total_charge": -1, "total_energy_ev": -64887.7276}

=====

{"formula": "C5H13N3Si", "method": "the ωB97M-V functional and the def2-TZVPD basis", "symbols": ["C", "C", "C", "C", "C", "N", "N", "N", "Si", "H", "H", "H", "H", "H", "H", "H", "H", "H", "H", "H", "H", "H"], "coordinates": [[2.9078, -0.9451, 0.0338], [3.0687, 0.5643, -0.3223], [-1.5386, 1.2775, 1.0484], [-1.6693, -1.8750, 0.8762], [-1.0759, -0.0198, -1.5902], [1.7440, -1.2229, 0.4382], [1.8700, 1.1860, -0.1110], [0.8983, -0.3073, 0.6117], [-0.8244, -0.3339, 0.2708], [3.7075, -1.5887, -0.1433], [3.9012, 0.9558, 0.2870], [3.4608, 0.6932, -1.3427], [-2.3892, 1.7050, 0.6071], [-1.6193, 1.2548, 2.1158], [-0.8360, 2.0582, 0.8945], [-1.5154, -2.1050, 1.8926], [-2.7425, -2.0159, 0.8230], [-1.1996, -2.6668, 0.4860], [-2.1114, -0.0868, -2.0465], [-0.4181, 0.8118, -1.9319], [-0.5532, -0.8239, -2.0787], [1.9489, 1.6664, 0.8175]], "e_homo_ev": -8.291, "molar_mass_da": 143.3, "total_charge": 0, "total_energy_ev": -17741.2002}